Entry 1:
Density functional theory data (wB97M-V/def2-TZVPD) for 2 unconnected molecules or ions with the total composition CH4N2S2.

E = -25749.3555 eV
Energy above the lowest of the compared OMol25 structures with the same formula, charge and spin = 302.42 kJ/mol
SMILES = C#[N+][S-].NS

```
! RIJCOSX wB97M-V def2-TZVPD def2/J DEFGRID3
* xyz 0 1
C 3.10 -1.75 1.43
N 3.26 -0.83 0.72
S 3.40 0.38 -0.16
H 2.85 -2.51 2.20
N 0.14 1.17 -0.81
S -1.02 -0.09 -1.08
H 0.60 1.04 -0.02
H -0.34 2.07 -0.80
H -0.29 -0.86 -1.79
*
```

Results of the Löwdin charge analysis, in e, for atoms 1 through 6: C 0.06; N -0.76; S 0.66; H 0.10; N -0.39; S 0.64

Entry 2:
Density functional theory data (wB97M-V/def2-TZVPD) for CH5O3P in the gas phase.

E = -16547.8456 eV
Energy above the lowest of the compared OMol25 structures with the same formula, charge and spin = 231.48 kJ/mol
SMILES = C=P(O)(O)O

```
! RIJCOSX wB97M-V def2-TZVPD def2/J DEFGRID3
* xyz 0 1
C -0.36 1.07 1.10
P 0.32 0.34 -0.19
O -0.06 0.94 -1.59
O -0.27 -1.61 -0.85
O 1.88 0.31 -0.28
H 0.03 0.88 2.08
H -1.34 1.23 1.34
H -1.08 0.94 -1.56
H 0.21 -2.42 -0.68
H 2.05 -0.15 -1.16
*
```

Results of the Löwdin charge analysis, in e, for atoms 1 through 6: C -0.19; P 0.62; O -0.17; O -0.34; O -0.14; H 0.01

Entry 3:
Density functional theory data (wB97M-V/def2-TZVPD) for 2 unconnected molecules or ions with the total composition C31H33BN2O6.

E = -48601.3308 eV
Energy above the lowest of the compared OMol25 structures with the same formula, charge and spin = 871.90 kJ/mol

```
! RIJCOSX wB97M-V def2-TZVPD def2/J DEFGRID3
* xyz 2 1
C 9.91 0.46 1.22
C 8.71 1.22 0.42
O 8.17 2.36 1.13
C 8.91 3.58 0.82
C 7.93 4.87 0.92
C 7.00 4.90 -0.39
C 5.59 5.69 -0.17
C 4.80 5.18 1.13
N 3.38 4.80 0.90
C 2.86 3.72 1.74
C 1.41 3.19 1.69
C 0.41 3.85 0.68
C -1.07 3.29 0.67
C -1.96 3.46 1.97
C -3.41 2.85 1.96
N -3.90 2.15 0.79
O -5.14 1.62 0.84
B -4.93 0.21 1.26
O -5.08 -0.87 0.30
O -4.62 -0.15 2.64
C -3.15 2.00 -0.43
C -1.71 2.55 -0.55
C 0.97 4.97 -0.23
C 2.48 5.39 -0.05
H 10.94 0.82 0.88
H 9.88 -0.67 1.01
H 9.82 0.69 2.34
H 7.88 0.41 0.31
H 9.05 1.45 -0.65
H 9.46 3.52 -0.18
H 9.68 3.71 1.67
H 7.37 4.76 1.91
H 8.58 5.82 1.01
H 6.79 3.86 -0.84
H 7.55 5.49 -1.21
H 5.00 5.63 -1.15
H 5.90 6.80 -0.01
H 4.92 5.98 1.96
H 5.34 4.25 1.55
H 3.58 3.22 2.49
H 1.07 2.35 2.40
H -1.55 4.00 2.90
H -4.07 2.94 2.90
H -4.20 -1.16 -0.03
H -3.65 -0.13 2.79
H -3.63 1.43 -1.29
H -1.09 2.42 -1.51
H 0.27 5.50 -0.98
H 2.83 6.24 -0.73
C -6.30 -2.95 -3.25
C -7.50 -2.96 -2.54
C -7.80 -4.04 -1.72
C -6.92 -5.11 -1.61
C -5.73 -5.11 -2.34
C -5.42 -4.02 -3.16
C -4.81 -6.27 -2.28
O -3.77 -6.26 -2.92
C -5.17 -7.43 -1.44
C -4.34 -8.55 -1.41
C -4.67 -9.64 -0.61
C -5.82 -9.61 0.17
C -6.65 -8.50 0.14
C -6.34 -7.41 -0.67
C -7.25 -6.24 -0.72
O -8.26 -6.22 -0.03
H -6.05 -2.10 -3.89
H -8.19 -2.13 -2.63
H -8.74 -4.04 -1.16
H -4.49 -4.01 -3.72
H -3.44 -8.58 -2.02
H -4.02 -10.51 -0.60
H -6.07 -10.46 0.80
H -7.55 -8.48 0.75
*
```

Results of the Löwdin charge analysis, in e, for atoms 1 through 6: C -0.09; C -0.27; O -0.21; C -0.21; C -0.16; C -0.19

Entry 4:
Density functional theory data (wB97M-V/def2-TZVPD) for a gas-phase ion, C9H14NS (charge +1).

E = -21877.7346 eV
Energy above the lowest of the compared OMol25 structures with the same formula, charge and spin = 44.50 kJ/mol
SMILES = CC1(C)[NH2+]CCc2ccsc21

```
! RIJCOSX wB97M-V def2-TZVPD def2/J DEFGRID3
* xyz 1 1
C 0.90 -0.79 2.03
C 0.14 0.16 1.02
C -0.14 1.58 1.49
N -1.27 -0.42 0.92
C -1.91 -0.05 -0.32
C -1.16 -0.55 -1.57
C 0.25 -0.11 -1.41
C 1.26 -0.22 -2.49
C 2.49 0.07 -2.05
S 2.53 0.43 -0.30
C 0.81 0.20 -0.27
H 0.51 -0.97 3.07
H 1.89 -0.48 1.99
H 0.85 -1.78 1.45
H -0.35 1.73 2.64
H -1.08 1.88 0.91
H 0.79 2.11 1.14
H -1.78 -0.24 1.84
H -1.04 -1.36 0.89
H -2.11 1.05 -0.35
H -2.96 -0.51 -0.41
H -1.67 -0.14 -2.49
H -1.15 -1.61 -1.62
H 0.85 -0.19 -3.49
H 3.36 0.22 -2.64
*
```

Results of the Löwdin charge analysis, in e, for atoms 1 through 6: C 0.01; C -0.53; C -0.01; N 0.09; C -0.14; C -0.08

Entry 5:
Density functional theory data (wB97M-V/def2-TZVPD) for a gas-phase ion, C6H11N4 (charge +1).

E = -12354.4612 eV
Energy above the lowest of the compared OMol25 structures with the same formula, charge and spin = 0.45 kJ/mol
SMILES = C1=NCC[N+]1=C1NCCN1

```
! RIJCOSX wB97M-V def2-TZVPD def2/J DEFGRID3
* xyz 1 1
C -1.51 -1.45 -0.65
N -1.50 -2.70 -0.66
C -0.35 -3.19 0.05
C 0.44 -1.94 0.50
N -0.44 -0.86 0.03
C -0.02 0.53 -0.03
N 1.13 0.98 0.44
C 1.21 2.43 0.31
C -0.15 2.80 -0.31
N -0.78 1.50 -0.50
H -2.28 -0.85 -1.11
H 0.22 -3.84 -0.62
H -0.69 -3.80 0.89
H 0.54 -1.89 1.59
H 1.43 -1.88 0.03
H 1.86 0.42 0.85
H 2.05 2.70 -0.33
H 1.36 2.89 1.29
H -0.75 3.43 0.35
H -0.04 3.31 -1.27
H -1.73 1.41 -0.84
*
```

Results of the Löwdin charge analysis, in e, for atoms 1 through 6: C -0.15; N 0.08; C -0.16; C -0.11; N 0.01; C -0.23

Entry 6:
Density functional theory data (wB97M-V/def2-TZVPD) for 2 unconnected molecules or ions with the total composition C6H11N3.

E = -10863.8324 eV
Energy above the lowest of the compared OMol25 structures with the same formula, charge and spin = 674.09 kJ/mol

```
! RIJCOSX wB97M-V def2-TZVPD def2/J DEFGRID3
* xyz 0 1
C -0.85 0.55 -0.93
C -0.51 1.01 0.29
C 2.12 -0.74 0.72
C 1.87 0.02 1.76
C -0.47 2.53 0.54
C -0.61 -1.85 -1.64
N -1.11 -1.09 0.51
N -1.17 -0.76 -0.86
N -0.72 0.04 1.21
H -0.78 0.94 -1.94
H 3.08 -1.09 0.34
H 1.26 -1.12 0.17
H 2.29 0.62 2.46
H -1.41 2.85 1.08
H -0.36 3.02 -0.46
H 0.43 2.94 1.13
H -1.41 -2.41 -1.99
H -0.01 -1.36 -2.38
H 0.08 -2.38 -0.99
H -1.73 -1.73 0.96
*
```

Results of the Löwdin charge analysis, in e, for atoms 1 through 6: C -0.09; C -0.40; C -0.11; C 0.05; C -0.04; C -0.04

Entry 7:
Density functional theory data (wB97M-V/def2-TZVPD) for a molecular structure, C2H12N4.

E = -8224.8718 eV
Energy above the lowest of the compared OMol25 structures with the same formula, charge and spin = 375.99 kJ/mol

```
! RIJCOSX wB97M-V def2-TZVPD def2/J DEFGRID3
* xyz 0 1
C 2.27 -0.13 0.63
N 0.06 -1.33 0.39
N 0.93 -0.16 0.04
N 0.00 -1.92 -0.94
H 0.60 -1.92 1.03
H 0.37 0.68 0.25
H 0.75 -2.62 -1.01
H 0.70 -0.73 -1.14
H 2.22 -0.14 1.72
H 2.79 0.77 0.31
H 2.82 -1.02 0.30
C -2.06 1.07 -0.78
N -1.42 1.42 0.51
H -1.73 2.33 0.83
H -1.69 0.74 1.21
H -1.75 0.07 -1.06
H -3.15 1.12 -0.75
H -1.71 1.77 -1.54
*
```

Results of the Löwdin charge analysis, in e, for atoms 1 through 6: C -0.09; N -0.17; N -0.17; N -0.15; H 0.08; H 0.07

Entry 8:
Density functional theory data (wB97M-V/def2-TZVPD) for C2H7NO in the gas phase.

E = -5721.5259 eV
Energy above the lowest of the compared OMol25 structures with the same formula, charge and spin = 358.51 kJ/mol
SMILES = NCCO

```
! RIJCOSX wB97M-V def2-TZVPD def2/J DEFGRID3
* xyz 0 1
N -1.16 -0.87 0.00
C -0.66 0.40 -0.31
C 0.70 0.49 0.32
O 1.17 -0.84 -0.04
H -2.02 -0.51 0.73
H -0.46 -1.63 0.21
H -1.22 1.39 0.05
H -0.34 0.75 -1.37
H 0.70 0.41 1.51
H 1.33 1.39 -0.21
H 1.95 -0.99 -0.90
*
```

Results of the Löwdin charge analysis, in e, for atoms 1 through 6: N -0.05; C -0.43; C -0.30; O -0.26; H 0.16; H 0.09

Entry 9:
Density functional theory data (wB97M-V/def2-TZVPD) for C22H28N2O4 in the gas phase.

E = -34437.6928 eV
Energy above the lowest of the compared OMol25 structures with the same formula, charge and spin = 306.25 kJ/mol
SMILES = COc1cc(CCC(=O)N2CCN(c3ccccc3)CC2)cc(OC)c1OC

```
! RIJCOSX wB97M-V def2-TZVPD def2/J DEFGRID3
* xyz 0 1
C 0.73 -2.44 3.98
O -0.21 -2.67 2.95
C 0.12 -2.53 1.64
C -0.90 -2.92 0.77
C -0.75 -2.84 -0.60
C -1.88 -3.18 -1.53
C -2.74 -1.94 -1.83
C -1.88 -0.85 -2.43
O -1.62 -0.86 -3.63
N -1.36 0.11 -1.62
C -1.58 0.32 -0.21
C -2.32 1.65 0.01
N -1.57 2.75 -0.57
C -0.66 3.45 0.21
C 0.60 3.83 -0.26
C 1.45 4.59 0.52
C 1.08 5.00 1.79
C -0.17 4.64 2.26
C -1.03 3.88 1.49
C -1.32 2.51 -1.97
C -0.58 1.18 -2.20
C 0.44 -2.35 -1.12
C 1.45 -1.92 -0.29
O 2.62 -1.38 -0.73
C 2.82 -1.25 -2.12
C 1.31 -2.02 1.12
O 2.31 -1.55 1.95
C 3.56 -2.21 1.86
H 1.09 -1.41 3.98
H 1.58 -3.13 3.91
H 0.19 -2.64 4.90
H -1.81 -3.30 1.21
H -1.49 -3.56 -2.47
H -2.52 -3.95 -1.08
H -3.26 -1.61 -0.93
H -3.49 -2.20 -2.58
H -2.14 -0.50 0.24
H -0.60 0.36 0.29
H -2.46 1.81 1.08
H -3.30 1.61 -0.48
H 0.94 3.52 -1.24
H 2.42 4.86 0.13
H 1.74 5.59 2.40
H -0.49 4.95 3.25
H -2.01 3.65 1.87
H -0.78 3.34 -2.40
H -2.30 2.45 -2.47
H -0.47 0.98 -3.27
H 0.40 1.21 -1.72
H 0.54 -2.28 -2.19
H 2.84 -2.23 -2.61
H 2.04 -0.63 -2.58
H 3.79 -0.77 -2.23
H 4.04 -2.04 0.89
H 3.44 -3.29 2.02
H 4.17 -1.79 2.65
*
```

Results of the Löwdin charge analysis, in e, for atoms 1 through 6: C -0.07; O -0.06; C -0.19; C 0.02; C -0.24; C -0.12

Entry 10:
Density functional theory data (wB97M-V/def2-TZVPD) for a molecular structure, C3H6INO7S.

E = -37965.1575 eV

```
! RIJCOSX wB97M-V def2-TZVPD def2/J DEFGRID3
* xyz -2 1
N 0.22 -1.28 -0.98
C 0.30 0.14 -0.66
C -1.03 0.82 -0.41
O -1.99 0.57 -1.51
C -3.03 -0.19 -1.18
O -3.96 0.13 -0.48
O -2.97 -1.39 -1.84
I -3.40 -2.96 -0.70
H -0.16 -1.84 -0.23
H -0.27 -1.46 -1.85
H 0.88 0.28 0.27
H 0.80 0.65 -1.49
H -0.88 1.90 -0.38
H -1.48 0.54 0.54
O 3.51 -0.66 2.07
S 3.40 0.82 2.19
O 2.10 1.25 1.58
O 4.52 1.48 1.46
O 3.43 1.22 3.62
*
```

Results of the Löwdin charge analysis, in e, for atoms 1 through 6: N 0.01; C -0.24; C -0.11; O 0.00; C -0.76; O 0.07

Entry 11:
Density functional theory data (wB97M-V/def2-TZVPD) for 4 unconnected molecules or ions with the total composition C26H49O9S.

E = -57005.4153 eV
Energy above the lowest of the compared OMol25 structures with the same formula, charge and spin = 570.91 kJ/mol

```
! RIJCOSX wB97M-V def2-TZVPD def2/J DEFGRID3
* xyz 1 1
C 0.79 -4.66 1.97
C 1.91 -3.76 2.82
O 3.04 -3.58 1.91
C 3.51 -2.19 1.85
C 3.84 -1.89 0.23
O 3.89 -0.46 -0.10
C 3.21 -0.17 -1.38
S 1.46 0.42 -0.90
C 0.39 -1.08 -0.53
C -0.49 -1.59 -1.83
C -1.59 -2.74 -1.34
C -2.95 -1.93 -0.81
O -4.06 -2.90 -0.90
C -5.05 -2.69 0.17
C 1.70 1.29 0.74
C 0.46 2.27 1.20
C 0.15 1.89 2.80
C -0.93 2.06 0.36
H -0.31 -4.27 2.16
H 1.03 -4.46 0.82
H 0.85 -5.81 2.23
H 2.19 -4.40 3.78
H 1.35 -2.79 3.14
H 2.78 -1.39 2.27
H 4.54 -2.08 2.40
H 4.94 -2.31 0.07
H 3.10 -2.48 -0.48
H 3.76 0.78 -1.83
H 3.20 -1.06 -2.14
H 0.98 -2.02 -0.14
H -0.41 -0.80 0.31
H -1.03 -0.65 -2.34
H 0.16 -2.08 -2.68
H -1.89 -3.47 -2.23
H -1.08 -3.32 -0.45
H -3.19 -1.02 -1.52
H -2.73 -1.56 0.28
H -4.57 -2.96 1.22
H -5.97 -3.40 -0.08
H -5.41 -1.56 0.19
H 2.72 1.91 0.65
H 1.87 0.47 1.57
H 0.88 3.38 1.19
H -0.63 2.62 3.29
H -0.30 0.78 2.76
H 1.17 1.85 3.41
H -1.47 1.06 0.71
H -0.84 2.17 -0.80
H -1.66 2.94 0.71
O -2.33 -3.12 -4.87
C -1.41 -3.92 -4.98
O -0.53 -4.21 -3.98
C 0.47 -5.10 -4.49
C -0.16 -5.76 -5.68
C -1.07 -4.69 -6.22
H 1.36 -4.52 -4.76
H 0.74 -5.82 -3.71
H 0.57 -6.12 -6.41
H -0.76 -6.62 -5.35
H -0.55 -4.03 -6.92
H -1.96 -5.11 -6.68
O -0.83 6.49 -2.58
C 0.09 5.69 -2.68
O 0.97 5.40 -1.69
C 1.97 4.51 -2.19
C 1.34 3.85 -3.38
C 0.43 4.92 -3.92
H 2.86 5.09 -2.46
H 2.24 3.79 -1.41
H 2.07 3.49 -4.11
H 0.74 2.99 -3.06
H 0.95 5.58 -4.62
H -0.46 4.50 -4.38
O 0.45 3.48 6.31
C -0.55 4.16 6.19
O -1.39 4.11 5.12
C -2.39 5.12 5.26
C -2.44 5.43 6.74
C -1.01 5.21 7.17
H -2.10 5.99 4.67
H -3.35 4.75 4.90
H -2.81 6.44 6.96
H -3.09 4.71 7.25
H -0.40 6.11 7.04
H -0.95 4.84 8.20
*
```

Results of the Löwdin charge analysis, in e, for atoms 1 through 6: C -0.10; C -0.23; O -0.21; C -0.15; C -0.15; O -0.25

Entry 12:
Density functional theory data (wB97M-V/def2-TZVPD) for a molecular structure, FeH28O22S2.

⟨S²⟩ = 8.7664
E = -101558.9605 eV
Energy above the lowest of the compared OMol25 structures with the same formula, charge and spin = 0.00 kJ/mol

```
! RIJCOSX wB97M-V def2-TZVPD def2/J DEFGRID3
* xyz -1 6
Fe 2.54 -0.23 0.86
S 4.14 0.12 -1.99
O 4.29 -1.18 -2.53
O 5.44 0.62 -1.68
O 3.59 1.07 -2.92
O 3.34 0.11 -0.75
S -0.56 0.33 -0.10
O -1.27 0.88 1.01
O -0.58 1.44 -1.04
O 0.81 0.06 0.32
O -1.22 -0.86 -0.58
O -1.73 -1.49 -3.19
H -1.58 -1.27 -2.26
H -2.19 -2.30 -3.10
O -1.90 3.12 2.09
H -1.61 3.18 2.98
H -1.67 2.22 1.75
O 1.37 2.40 -2.74
H 0.91 1.89 -2.09
H 2.22 2.01 -2.92
O 1.88 -0.72 2.79
H 1.19 -1.41 2.81
H 1.79 -0.20 3.59
O -3.16 -2.37 -0.42
H -2.56 -1.60 -0.36
H -4.08 -2.09 -0.49
O -0.21 -3.20 -0.27
H -0.63 -2.38 -0.45
H -0.63 -3.74 0.36
O -1.17 3.93 -0.96
H -1.02 4.52 -1.72
H -0.79 3.10 -1.22
O 2.42 -2.21 0.52
H 2.89 -3.07 0.69
H 1.67 -2.73 0.25
O -0.27 -2.28 2.52
H -1.08 -2.04 2.16
H -0.31 -3.24 2.52
O 1.09 -1.09 -2.44
H 1.67 -0.99 -3.21
H 0.23 -1.30 -2.86
O -3.52 0.36 2.28
H -3.35 0.61 3.18
H -2.67 0.40 1.85
O -0.86 0.87 3.45
H -1.06 0.05 3.91
H -1.00 0.79 2.49
O -2.96 1.35 -2.22
H -3.22 0.42 -2.14
H -2.05 1.42 -2.03
O 2.49 1.83 1.40
H 1.76 2.46 1.26
H 3.19 2.44 1.66
*
```

Results of the Löwdin charge analysis, in e, for atoms 1 through 6: Fe 0.98; S 0.20; O -0.26; O -0.22; O -0.29; O -0.30

Entry 13:
Density functional theory data (wB97M-V/def2-TZVPD) for 2 unconnected molecules or ions with the total composition C2H8S3.

E = -34709.1132 eV
Energy above the lowest of the compared OMol25 structures with the same formula, charge and spin = 27.43 kJ/mol
SMILES = CCS.SS

```
! RIJCOSX wB97M-V def2-TZVPD def2/J DEFGRID3
* xyz 0 1
C -0.82 -0.27 2.19
C -1.19 -0.47 0.73
S -1.76 1.06 -0.10
H -1.64 0.10 2.80
H 0.07 0.35 2.25
H -0.58 -1.25 2.61
H -0.30 -0.80 0.18
H -1.91 -1.25 0.50
H -0.57 1.51 -0.50
S 2.26 0.32 -1.53
S 2.92 0.50 -3.51
H 1.08 0.91 -1.79
H 2.44 -0.72 -3.84
*
```

Results of the Löwdin charge analysis, in e, for atoms 1 through 6: C -0.18; C -0.62; S 0.68; H 0.07; H 0.07; H 0.07

Entry 14:
Density functional theory data (wB97M-V/def2-TZVPD) for 2 unconnected molecules or ions with the total composition C3H10NS2.

⟨S²⟩ = 0.7560
E = -26412.7839 eV
Energy above the lowest of the compared OMol25 structures with the same formula, charge and spin = 243.78 kJ/mol

```
! RIJCOSX wB97M-V def2-TZVPD def2/J DEFGRID3
* xyz 2 2
C 1.98 1.08 1.01
C 2.77 1.98 1.63
N 0.76 0.52 1.67
H 2.08 0.72 -0.03
H 3.71 2.34 1.12
H 2.49 2.41 2.60
H 0.83 -0.50 1.89
H 0.51 1.02 2.50
H -0.02 0.57 0.99
C -1.16 -2.32 -0.11
S -1.49 -0.51 -0.14
S -0.63 0.09 -1.99
H -1.44 -2.73 -1.08
H -1.80 -2.66 0.72
H -0.11 -2.61 0.10
H 0.72 0.16 -1.63
*
```

Results of the Löwdin charge analysis, in e, for atoms 1 through 6: C -0.14; C 0.13; N 0.15; H 0.10; H 0.12; H 0.10